[1]
# C36H75N3O14PS

A cluster of 3 separate species, C36H75N3O14PS in total at a distorted geometry (the ωB97M-V functional and the def2-TZVPD basis, the OMol25 dataset).

Last column: Mulliken charge in e.
Atoms and positions in Å:
C: 3.804 1.603 1.707  -1.89
C: 2.563 1.119 0.970  1.49
O: 2.456 -0.294 0.992  -0.51
C: 1.280 -0.878 0.577  -1.74
C: 1.125 -0.689 -0.935  -0.67
C: 1.510 -1.922 -1.762  -1.32
C: 2.769 -2.601 -1.304  -1.08
O: 3.888 -1.735 -1.582  -0.21
C: 5.008 -2.454 -1.891  0.01
O: 5.551 -3.233 -1.111  -0.48
C: -0.100 0.092 -1.451  -0.05
C: 0.248 0.636 -2.832  0.03
C: -0.459 -0.107 -3.967  -1.15
O: -1.223 0.845 -4.689  -0.57
C: -0.373 1.218 -0.420  1.61
C: -1.496 2.107 -0.981  -1.22
C: -1.069 3.482 -1.511  -1.48
C: -0.031 4.291 -0.713  0.42
C: 1.231 4.625 -1.518  -1.48
N: 1.782 3.462 -2.207  -0.05
C: -0.894 0.540 0.874  -3.14
N: -1.503 1.380 1.852  2.13
C: -2.917 1.238 2.126  1.01
C: -3.902 0.738 1.109  -1.58
O: -3.304 1.537 3.249  -0.58
C: -1.066 2.724 2.156  0.69
C: 0.181 3.030 2.941  -1.33
O: -1.805 3.652 1.855  -0.51
N: 0.032 -0.575 1.449  1.76
C: 0.464 -0.364 2.925  1.63
C: -0.640 -0.410 3.991  -1.76
C: 1.585 -1.291 3.442  -0.44
C: 2.796 -0.525 4.000  -1.23
P: -1.022 -2.060 1.484  0.22
O: -0.378 -3.116 2.479  -0.47
O: -2.425 -1.599 2.106  -0.34
S: -1.388 -2.880 -0.202  -0.46
H: 4.307 2.336 1.093  0.52
H: 3.534 2.107 2.622  0.35
H: 4.499 0.800 1.893  0.33
H: 2.678 1.453 -0.059  0.17
H: 1.700 1.654 1.344  -1.01
H: 1.425 -1.933 0.761  1.50
H: 1.923 -0.011 -1.206  0.80
H: 1.760 -1.537 -2.743  0.29
H: 0.698 -2.615 -1.927  0.70
H: 2.765 -2.931 -0.272  0.30
H: 2.881 -3.500 -1.900  0.74
H: 5.423 -2.292 -2.890  0.39
H: -1.013 -0.482 -1.527  0.99
H: -0.008 1.672 -2.974  -1.38
H: 1.301 0.555 -3.055  0.87
H: -1.069 -0.941 -3.623  0.49
H: 0.284 -0.536 -4.636  0.36
H: -1.666 0.406 -5.414  0.35
H: 0.498 1.846 -0.291  0.04
H: -1.998 1.589 -1.790  0.50
H: -2.282 2.285 -0.264  0.61
H: -1.971 4.081 -1.529  0.59
H: -0.758 3.458 -2.545  0.52
H: -0.469 5.244 -0.451  0.65
H: 0.314 3.813 0.193  -0.49
H: 1.974 4.929 -0.788  0.48
H: 1.076 5.487 -2.157  0.33
H: 1.601 3.471 -3.196  -0.11
H: 2.763 3.347 -2.032  0.27
H: -1.705 -0.021 0.429  0.40
H: -4.477 -0.043 1.581  0.33
H: -3.479 0.363 0.188  0.23
H: -4.587 1.534 0.858  0.49
H: -0.042 3.904 3.530  0.62
H: 0.469 2.254 3.634  0.16
H: 1.008 3.301 2.300  0.22
H: 0.857 0.631 2.974  -0.57
H: -0.861 -1.414 4.326  0.51
H: -1.577 0.073 3.761  -0.14
H: -0.231 0.090 4.857  0.63
H: 1.971 -1.994 2.720  0.27
H: 1.239 -1.903 4.259  0.68
H: 3.062 -0.910 4.972  0.38
H: 3.651 -0.658 3.360  0.22
H: 2.593 0.531 4.134  0.26
H: -0.968 -3.415 3.179  0.40
H: -2.564 -1.974 2.985  0.38
C: -3.214 -7.430 6.213  -0.77
O: -2.847 -6.319 7.005  -0.28
C: -1.786 -5.558 6.471  -0.62
C: -1.982 -4.079 6.721  -0.37
O: -3.009 -3.466 5.946  -0.23
C: -4.366 -3.775 6.266  -0.44
C: -4.848 -3.229 7.590  -0.62
O: -4.314 -3.962 8.676  -0.29
C: -4.053 -3.174 9.818  -0.79
H: -2.475 -8.234 6.292  0.32
H: -4.169 -7.797 6.584  0.25
H: -3.337 -7.148 5.161  0.34
H: -1.679 -5.739 5.393  0.30
H: -0.856 -5.871 6.965  0.41
H: -1.060 -3.576 6.412  0.44
H: -2.114 -3.871 7.782  0.12
H: -4.553 -4.846 6.190  0.18
H: -4.955 -3.291 5.484  0.39
H: -5.942 -3.309 7.621  0.42
H: -4.571 -2.172 7.666  0.35
H: -3.467 -2.284 9.561  0.35
H: -3.472 -3.781 10.509  0.24
H: -4.982 -2.868 10.310  0.33
C: 0.276 3.620 -5.960  -0.25
O: 1.283 3.624 -6.945  -0.41
C: 2.433 2.887 -6.572  0.03
C: 3.024 2.130 -7.739  -0.42
O: 2.265 1.008 -8.162  -0.48
C: 1.049 1.229 -8.861  -0.22
C: 1.205 1.787 -10.257  -0.62
O: 1.556 3.159 -10.232  -0.28
C: 2.420 3.541 -11.279  -0.80
H: 0.550 4.275 -5.119  0.21
H: -0.639 4.001 -6.410  0.45
H: 0.084 2.607 -5.596  -0.10
H: 2.197 2.179 -5.768  -0.14
H: 3.185 3.597 -6.199  0.39
H: 3.974 1.711 -7.400  0.42
H: 3.248 2.799 -8.571  0.13
H: 0.358 1.836 -8.273  0.08
H: 0.602 0.237 -8.961  0.40
H: 0.247 1.685 -10.785  0.39
H: 1.964 1.205 -10.791  0.35
H: 3.283 2.870 -11.347  0.36
H: 2.781 4.543 -11.059  0.23
H: 1.896 3.557 -12.241  0.33

Summary:
Net charge: +1
LUMO energy (eV): -2.4
HOMO level (eV): -10.635
Electronic energy (eV): -91797.3388


[2]
# C36H76ClN4O4

A cluster of 5 separate species, C36H76ClN4O4 in total at a distorted geometry (the ωB97M-V functional and the def2-TZVPD basis, the OMol25 dataset).

Last column: Mulliken charge in e.
Atoms and positions in Å:
Cl: -1.136 0.131 0.691  -1.00
C: -6.489 5.449 0.047  -1.83
C: -6.098 6.933 -0.254  1.33
C: -7.471 7.629 -0.333  -1.13
C: -7.343 9.163 -0.270  -0.75
C: -6.736 9.457 1.082  -1.16
C: -5.254 8.933 1.336  1.69
N: -5.272 7.467 0.887  0.08
O: -4.020 6.831 0.976  -0.42
C: -4.283 9.763 0.479  -1.75
C: -4.941 9.072 2.874  -1.64
C: -5.440 6.960 -1.655  -1.69
H: -6.986 5.009 -0.817  0.39
H: -7.130 5.385 0.926  0.42
H: -5.597 4.852 0.241  0.41
H: -7.966 7.454 -1.289  0.43
H: -8.170 7.343 0.452  0.39
H: -8.364 9.545 -0.298  0.41
H: -6.856 9.559 -1.162  0.29
H: -7.398 9.343 1.940  0.39
H: -6.678 10.522 0.859  0.32
H: -4.122 10.734 0.946  0.47
H: -3.413 9.117 0.598  0.43
H: -4.607 9.908 -0.552  0.31
H: -4.271 8.304 3.262  0.36
H: -4.526 10.028 3.193  0.37
H: -5.778 9.120 3.570  0.34
H: -6.105 6.807 -2.506  0.36
H: -4.673 6.196 -1.779  0.47
H: -4.939 7.922 -1.765  0.35
H: -3.602 7.000 0.128  0.34
C: -0.954 -8.872 -1.936  -1.85
C: -1.706 -7.865 -2.862  1.33
C: -2.017 -8.735 -4.092  -1.13
C: -3.022 -8.040 -5.104  -0.83
C: -4.337 -7.650 -4.373  -1.11
C: -4.099 -6.842 -3.084  1.31
N: -2.983 -7.402 -2.312  0.24
O: -2.973 -6.948 -1.005  -0.43
C: -3.849 -5.420 -3.431  -1.53
C: -5.415 -6.966 -2.284  -1.92
C: -0.714 -6.741 -3.300  -1.49
H: -0.121 -9.318 -2.478  0.40
H: -1.629 -9.672 -1.631  0.46
H: -0.742 -8.506 -0.931  0.37
H: -1.056 -8.906 -4.577  0.46
H: -2.507 -9.670 -3.817  0.38
H: -3.287 -8.693 -5.935  0.38
H: -2.526 -7.205 -5.599  0.36
H: -4.845 -8.606 -4.243  0.37
H: -4.962 -7.031 -5.016  0.44
H: -3.519 -4.860 -2.556  0.35
H: -3.072 -5.455 -4.195  0.37
H: -4.600 -4.860 -3.989  0.43
H: -5.419 -7.999 -1.936  0.47
H: -5.447 -6.176 -1.534  0.37
H: -6.335 -6.913 -2.866  0.36
H: -1.045 -6.435 -4.292  0.33
H: 0.344 -6.996 -3.361  0.42
H: -0.914 -5.946 -2.581  0.29
H: -2.735 -6.033 -1.173  0.40
C: 2.386 4.307 -6.529  -1.82
C: 3.362 3.431 -5.706  1.46
C: 4.758 3.532 -6.461  -1.26
C: 5.918 2.924 -5.648  -0.79
C: 5.967 3.776 -4.322  -1.12
C: 4.735 3.774 -3.475  1.72
N: 3.533 4.026 -4.358  0.16
O: 2.384 4.040 -3.623  -0.43
C: 4.675 2.477 -2.668  -1.91
C: 4.922 4.896 -2.493  -2.02
C: 2.925 1.938 -5.613  -1.58
H: 2.976 5.215 -6.649  0.46
H: 1.499 4.675 -6.014  0.38
H: 2.088 3.856 -7.476  0.35
H: 4.548 2.963 -7.366  0.47
H: 5.060 4.529 -6.784  0.37
H: 6.813 2.910 -6.270  0.39
H: 5.830 1.866 -5.402  0.37
H: 6.314 4.775 -4.586  0.38
H: 6.776 3.144 -3.955  0.39
H: 5.517 2.520 -1.977  0.49
H: 3.843 2.522 -1.965  0.60
H: 4.815 1.517 -3.164  0.25
H: 5.886 4.960 -1.988  0.40
H: 4.881 5.886 -2.947  0.46
H: 4.244 4.895 -1.639  0.35
H: 3.873 1.445 -5.403  0.35
H: 2.655 1.522 -6.584  0.42
H: 2.151 1.761 -4.866  0.32
H: 2.473 3.214 -3.141  0.39
C: 5.252 -2.340 8.591  -1.67
C: 5.344 -3.241 7.233  1.34
C: 6.333 -4.359 7.496  -1.27
C: 5.781 -5.484 8.331  -0.88
C: 4.442 -6.045 7.733  -1.14
C: 3.423 -4.935 7.414  1.50
N: 4.059 -3.705 6.865  0.55
O: 3.206 -2.691 6.523  -0.47
C: 2.475 -5.490 6.352  -2.00
C: 2.564 -4.645 8.629  -1.87
C: 6.010 -2.448 6.108  -1.74
H: 4.586 -1.506 8.374  0.46
H: 6.195 -1.847 8.826  0.41
H: 4.737 -2.676 9.492  0.31
H: 6.533 -4.684 6.475  0.47
H: 7.201 -3.918 7.985  0.49
H: 5.600 -5.038 9.308  0.34
H: 6.478 -6.293 8.549  0.36
H: 4.050 -6.777 8.439  0.40
H: 4.669 -6.525 6.781  0.40
H: 1.584 -4.863 6.313  0.43
H: 2.993 -5.563 5.396  0.47
H: 2.165 -6.476 6.698  0.42
H: 1.754 -5.344 8.838  0.44
H: 3.217 -4.523 9.493  0.35
H: 1.953 -3.752 8.495  0.40
H: 5.604 -2.619 5.111  0.34
H: 7.094 -2.553 6.130  0.37
H: 5.763 -1.392 6.214  0.44
H: 3.275 -2.738 5.567  0.36

Summary:
Net charge: -1
LUMO energy (eV): 2.2
HOMO level (eV): -3.493
Electronic energy (eV): -65230.5885